Formula: C3H2F2O
Source: OMol25
Level of theory: ωB97M-V with the def2-TZVPD basis set

Structure (XYZ):
```
8
Properties=species:S:1:pos:R:3:forces:R:3:mulliken_charge:R:1
F 0.877656 2.485199 0.487311 -0.042 -0.828 -0.103 -0.2078
F -1.920795 -0.373938 -1.459357 -0.385 1.480 1.097 -0.1104
O -0.670671 -0.951059 0.267297 -2.498 -0.259 -0.295 -0.1527
C 1.038220 1.201991 0.378408 2.144 -2.300 0.249 -0.0029
C 1.477902 0.045158 0.370759 -1.078 5.401 0.057 -0.1649
C -1.216152 -1.280697 -0.843191 1.259 -3.416 -1.562 -0.0380
H 1.504625 -0.968176 0.192854 0.492 -1.388 -0.097 0.4231
H -1.090782 -0.158480 0.605922 0.107 1.310 0.655 0.2537
```
Positions in Å, forces in eV/Å.

The HOMO energy is -9.644 eV. The strongest force on any atom comes out at 5.5 eV/A. Its energy relative to the best compared isomer or geometry (same formula, charge and spin) is 117.1 kcal/mol.